{
  "formula": "C46H56CsF3N7O3SSbSi3",
  "method": "the ωB97M-V functional and the def2-TZVPD basis",
  "gap_ev": 3.710,
  "charge": -2,
  "homo_ev": -1.2,
  "max_force_ev_per_a": 2.23,
  "species": ["Cs", "C", "Sb", "C", "C", "C", "C", "C", "C", "N", "Si", "C", "C", "C", "C", "C", "C", "C", "C", "C", "N", "Si", "C", "C", "C", "Si", "C", "C", "C", "H", "H", "H", "H", "H", "H", "H", "H", "H", "H", "H", "H", "H", "H", "H", "H", "H", "H", "H", "H", "H", "H", "H", "H", "H", "H", "H", "H", "H", "H", "H", "H", "H", "H", "H", "H", "H", "H", "N", "C", "C", "C", "C", "C", "C", "C", "C", "C", "C", "C", "C", "N", "C", "C", "C", "C", "N", "H", "H", "H", "H", "H", "H", "H", "H", "H", "H", "O", "H", "H", "N", "C", "S", "C", "C", "C", "N", "C", "C", "H", "H", "H", "H", "H", "H", "F", "C", "F", "F", "C", "O", "O"],
  "positions_angstrom": [[0.216, 1.152, -2.280], [-1.421, -3.360, 1.121], [-1.148, -1.187, 1.109], [-3.172, -0.879, 0.466], [-3.996, 0.061, 1.100], [-5.433, 0.036, 0.849], [-6.231, 1.041, 1.327], [-5.649, 2.045, 2.082], [-4.275, 2.036, 2.269], [-3.431, 1.101, 1.803], [-3.615, -1.497, -1.243], [-4.216, -0.040, -2.251], [-2.133, -2.203, -2.163], [-4.891, -2.834, -1.313], [-0.700, -1.053, 3.474], [-0.034, 0.278, 3.475], [0.296, 0.945, 4.686], [1.004, 2.124, 4.674], [1.391, 2.644, 3.458], [1.041, 1.960, 2.295], [0.348, 0.820, 2.302], [0.636, -2.410, 3.839], [1.651, -1.825, 5.297], [-0.093, -4.048, 4.292], [1.846, -2.618, 2.421], [-2.285, -1.078, 4.623], [-2.829, 0.678, 4.923], [-3.617, -2.165, 3.874], [-1.881, -1.805, 6.287], [-1.211, -3.782, 0.126], [-2.487, -3.505, 1.346], [-0.823, -3.906, 1.853], [-5.855, -0.753, 0.221], [-7.306, 1.036, 1.142], [-6.239, 2.836, 2.519], [-3.805, 2.847, 2.791], [-3.371, 0.382, -2.857], [-4.694, 0.772, -1.687], [-4.971, -0.423, -2.971], [-1.207, -1.611, -2.123], [-2.438, -2.241, -3.232], [-1.911, -3.250, -1.885], [-5.926, -2.482, -1.237], [-4.706, -3.580, -0.518], [-4.789, -3.369, -2.284], [0.021, 0.470, 5.619], [1.272, 2.602, 5.599], [1.941, 3.562, 3.370], [1.354, 2.322, 1.322], [1.046, -1.646, 6.198], [2.270, -0.926, 5.070], [2.356, -2.657, 5.530], [-1.199, -4.067, 4.274], [0.253, -4.355, 5.298], [0.268, -4.811, 3.584], [2.347, -1.682, 2.117], [1.431, -3.083, 1.500], [2.637, -3.318, 2.793], [-2.519, 1.349, 4.139], [-2.430, 1.048, 5.883], [-3.932, 0.728, 4.970], [-3.945, -1.950, 2.840], [-4.493, -2.054, 4.538], [-3.306, -3.221, 3.926], [-1.170, -1.218, 6.896], [-1.504, -2.831, 6.263], [-2.853, -1.823, 6.847], [7.978, 6.461, -4.451], [7.080, 5.907, -3.995], [6.012, 5.198, -3.402], [4.948, 4.760, -4.219], [3.878, 4.115, -3.624], [3.908, 3.880, -2.224], [5.014, 4.256, -1.434], [6.058, 4.931, -2.024], [2.785, 3.173, -1.500], [3.110, 1.818, -1.050], [4.333, 1.071, -1.274], [4.148, -0.219, -0.803], [2.853, -0.213, -0.266], [2.266, 0.979, -0.321], [1.554, 3.924, -1.398], [1.282, 5.199, -2.044], [-0.044, 5.512, -1.824], [-0.554, 4.457, -1.039], [0.386, 3.588, -0.694], [4.990, 4.928, -5.289], [3.025, 3.752, -4.192], [5.012, 3.983, -0.379], [6.943, 5.224, -1.467], [5.229, 1.452, -1.752], [4.797, -1.086, -0.893], [2.316, -1.057, 0.151], [1.986, 5.790, -2.603], [-0.594, 6.340, -2.224], [-1.572, 4.337, -0.689], [-1.521, 3.550, 2.008], [-0.629, 3.580, 1.598], [-1.823, 2.630, 1.849], [2.383, -6.686, -4.461], [2.731, -5.466, -4.985], [3.576, -5.284, -6.427], [2.319, -4.318, -4.159], [2.404, -3.011, -4.661], [1.934, -1.938, -3.908], [1.421, -2.085, -2.693], [1.335, -3.328, -2.195], [1.810, -4.460, -2.855], [2.623, -7.517, -4.987], [1.524, -6.758, -3.933], [2.840, -2.823, -5.635], [1.934, -0.932, -4.288], [0.885, -3.410, -1.211], [1.808, -5.405, -2.325], [-1.764, 2.128, -6.740], [-0.437, 1.801, -6.611], [0.338, 2.793, -7.128], [-0.181, 0.620, -7.285], [-0.085, 1.576, -5.159], [1.098, 1.755, -4.858], [-1.135, 1.200, -4.604]],
  "atomic_forces_ev_per_a": [[-0.561, -0.812, 1.214], [-0.485, -0.420, 0.069], [0.275, -0.305, -0.192], [0.316, -0.708, 0.082], [0.001, 0.201, -1.207], [0.282, 0.266, 0.016], [-0.086, -0.791, -0.250], [0.323, 0.826, 0.550], [0.000, -0.773, -0.393], [-1.072, 0.165, 0.480], [0.892, 1.062, 1.593], [-0.061, 0.243, -1.153], [0.058, -0.460, -0.684], [-0.453, -1.248, -0.419], [-0.961, -0.567, -0.735], [0.878, 0.909, 0.464], [-0.300, -0.702, -0.393], [-0.096, -0.271, -0.110], [-0.048, -0.145, -0.743], [0.163, -0.017, 0.590], [0.029, 0.216, 0.724], [-0.833, 1.851, -0.640], [0.999, -0.163, 0.326], [-0.357, -1.068, 0.275], [0.690, -0.646, -0.322], [1.351, 0.104, -1.766], [-0.642, 0.047, 0.766], [-0.429, -0.149, 0.212], [-0.522, -0.206, 1.233], [-0.064, 0.198, 0.234], [0.224, -0.189, -0.069], [-0.009, 0.069, -0.077], [0.212, 0.158, 0.370], [0.178, -0.009, -0.013], [-0.048, 0.158, -0.016], [0.132, 0.358, 0.328], [-0.669, -0.249, 0.471], [0.229, -0.280, 0.002], [0.323, 0.303, 0.133], [-0.286, -0.206, 0.113], [0.191, 0.064, 0.399], [-0.002, 0.442, 0.013], [0.165, -0.046, 0.051], [-0.122, 0.301, -0.249], [-0.177, 0.227, 0.406], [-0.049, 0.116, 0.033], [0.035, 0.202, 0.270], [0.184, 0.279, 0.061], [-0.177, -0.054, -0.012], [0.181, 0.017, -0.274], [-0.519, -0.570, 0.172], [-0.283, 0.448, 0.000], [0.569, -0.003, -0.004], [-0.226, 0.122, -0.347], [-0.183, 0.147, 0.219], [-0.281, -0.310, 0.286], [0.067, 0.319, 0.589], [-0.382, 0.459, -0.266], [0.163, 0.148, -0.249], [-0.137, -0.098, -0.282], [0.319, 0.007, 0.012], [0.383, 0.092, 0.453], [0.090, -0.146, -0.213], [-0.086, 0.213, -0.060], [-0.299, -0.073, -0.327], [-0.091, 0.062, -0.075], [0.675, -0.047, -0.196], [0.032, 0.125, -0.087], [0.808, 0.272, -0.281], [-0.847, -0.534, 0.084], [0.256, 0.148, 0.669], [0.043, -0.278, 1.131], [-0.142, -0.256, -0.015], [-0.721, -0.259, -0.474], [0.250, 0.087, -0.485], [-0.632, -0.825, 0.567], [0.276, 0.754, 0.561], [0.323, 0.272, -0.627], [0.461, 0.628, -0.629], [-1.027, 0.774, 0.605], [-0.010, -0.264, -0.504], [0.465, 0.535, 0.393], [0.088, -0.216, -0.059], [0.878, -0.251, -0.539], [0.586, -0.377, 0.770], [-0.004, -0.756, -0.429], [-0.061, 0.044, 0.115], [0.127, 0.042, 0.026], [0.034, 0.169, -0.268], [-0.196, 0.045, -0.007], [-0.130, -0.063, -0.073], [0.007, 0.360, 0.061], [0.005, 0.136, 0.060], [0.089, 0.026, -0.148], [-0.094, 0.271, -0.061], [0.081, 0.015, 0.179], [0.500, -0.333, -0.357], [-0.848, -0.081, 0.211], [0.122, 0.351, 0.003], [0.073, 0.254, -0.613], [0.510, -0.678, -0.663], [-0.493, -0.516, 1.137], [-0.222, 1.118, 0.492], [-0.070, -0.140, -0.057], [0.057, -0.697, 0.257], [-0.491, -0.558, 0.190], [0.462, 0.322, -0.222], [-0.083, 0.351, -0.226], [-0.011, 0.381, -0.100], [0.232, 0.163, 0.123], [-0.173, -0.145, 0.026], [0.218, 0.325, -0.255], [0.060, 0.007, 0.042], [-0.118, 0.013, -0.139], [1.587, -0.192, -1.009], [0.062, 0.254, -0.379], [-0.849, -0.562, -0.719], [-0.486, 1.260, -0.197], [-1.555, -0.126, -1.213], [0.438, -0.129, 0.587], [0.554, -0.328, 1.080]],
  "mulliken_charge": [1.48, -1.55, -0.65, 0.81, -0.05, -1.13, -0.47, -1.37, 0.01, 0.49, 0.26, -0.88, -0.82, -1.41, 2.39, -1.84, -0.41, -1.38, -0.48, -0.82, 1.34, 1.02, -1.30, -1.40, -0.69, 0.74, -1.00, -0.75, -1.15, 0.37, 0.38, 0.49, 0.32, 0.39, 0.36, 0.46, 0.13, 0.37, 0.30, -0.17, 0.45, 0.32, 0.38, 0.32, 0.35, 0.39, 0.42, 0.50, 0.12, 0.25, 0.28, 0.40, 0.32, 0.40, 0.47, 0.13, -0.04, 0.42, 0.13, 0.35, 0.45, 0.05, 0.38, 0.23, 0.27, 0.30, 0.32, -0.62, 0.04, 0.65, -0.90, -0.19, -1.47, -0.35, -0.93, 2.68, -0.49, -0.65, -1.55, -0.48, 0.21, 0.20, -0.93, -1.22, -0.33, 0.07, 0.45, 0.64, 0.48, 0.41, 0.49, 0.43, 0.48, 0.50, 0.42, 0.52, -0.67, 0.16, 0.49, -0.37, 0.22, -0.37, 1.01, -0.86, -0.59, 0.08, -0.33, -1.12, 0.24, 0.22, 0.37, 0.59, 0.44, 0.41, -0.25, 0.70, -0.25, -0.26, 0.34, -0.67, -0.80]
}